{
  "formula": "C28H43BrHgN2P2S",
  "method": "the ωB97M-V functional and the def2-TZVPD basis",
  "de_lowest_kcal_mol": 0.0,
  "total_energy_ha": -5009.954383,
  "charge": 2,
  "homo_energy_ev": -13.42,
  "lumo_ev": -6.97,
  "symbols": ["N", "C", "C", "C", "C", "C", "C", "Hg", "P", "C", "C", "C", "C", "C", "C", "C", "Br", "H", "H", "H", "H", "H", "H", "H", "H", "H", "H", "P", "C", "C", "H", "H", "H", "H", "H", "C", "C", "H", "H", "H", "H", "H", "C", "C", "H", "H", "H", "H", "H", "C", "C", "H", "H", "H", "H", "H", "C", "C", "H", "H", "H", "H", "H", "C", "C", "H", "H", "H", "H", "H", "S", "C", "C", "N", "C", "H", "H", "H"],
  "positions_angstrom": [[2.32325, -2.69076, -5.64272], [3.02787, -2.91461, -4.53608], [2.72163, -2.36171, -3.29320], [1.55634, -1.56434, -3.19706], [0.82411, -1.30778, -4.36586], [1.25595, -1.87929, -5.56254], [0.99936, -1.31767, -1.88212], [-0.03860, 0.01895, -0.22187], [-1.76931, 0.20290, 1.36459], [-0.38752, -1.63340, -1.61332], [-0.71583, -2.96615, -0.97933], [-2.03997, -3.46389, -1.01922], [-2.40416, -4.52911, -0.19628], [-1.44987, -5.05752, 0.71208], [-0.11242, -4.63509, 0.66993], [0.25038, -3.58564, -0.15858], [-1.98241, -6.30122, 1.96828], [1.73303, -1.36494, -1.06271], [-1.17160, -1.36261, -2.33236], [3.31292, -2.64672, -2.42038], [-0.09739, -0.70858, -4.34282], [3.87756, -3.59807, -4.64699], [0.70141, -1.67900, -6.47369], [-2.74112, -3.00562, -1.73381], [1.30207, -3.28329, -0.23279], [-3.41811, -4.94330, -0.24740], [0.64706, -5.16057, 1.28593], [0.73575, 2.49895, -0.55410], [-2.06395, -1.57918, 1.88215], [-3.22871, -2.13548, 2.72396], [-1.12379, -1.87742, 2.36960], [-2.07445, -2.11051, 0.91867], [-3.08570, -3.22996, 2.85287], [-3.26892, -1.68056, 3.72474], [-4.21079, -2.01606, 2.23875], [-3.06979, 1.10579, 0.30302], [-4.32710, 1.78730, 0.86971], [-3.37165, 0.36121, -0.44815], [-2.48930, 1.86466, -0.25160], [-4.92594, 2.18950, 0.02859], [-4.96967, 1.08666, 1.41933], [-4.11886, 2.64948, 1.52323], [-1.10107, 1.26917, 2.71614], [-1.60925, 1.24892, 4.15351], [-1.24037, 2.27922, 2.32110], [-0.01571, 1.09135, 2.72561], [-0.96575, 1.90265, 4.76668], [-2.62337, 1.65372, 4.22889], [-1.59459, 0.26386, 4.63383], [1.35960, 2.92824, 1.11371], [2.08010, 4.25372, 1.26089], [2.01065, 2.10503, 1.42380], [0.51452, 2.90875, 1.81026], [3.10029, 4.24259, 0.85985], [1.55754, 5.05373, 0.72671], [2.11226, 4.51606, 2.32968], [-0.67917, 3.62816, -0.92985], [-1.53213, 3.21783, -2.13854], [-0.22932, 4.62046, -1.09073], [-1.30193, 3.71278, -0.02476], [-0.96971, 3.33166, -3.07455], [-1.83292, 2.15937, -2.09448], [-2.42511, 3.86664, -2.18624], [2.01832, 3.04689, -1.73524], [3.43593, 2.50566, -1.51922], [2.00073, 4.14414, -1.66880], [1.67251, 2.77388, -2.74699], [3.85717, 2.21105, -2.49285], [4.11483, 3.22082, -1.03269], [3.44157, 1.62259, -0.86867], [4.52988, -1.06431, 2.02212], [3.53254, -0.73717, 3.41241], [2.25792, -0.40927, 3.00526], [2.07011, -0.38039, 1.63092], [3.20243, -0.67901, 0.99466], [3.88464, -0.79777, 4.43902], [1.42770, -0.16463, 3.67784], [3.32735, -0.72180, -0.08975]],
  "atomic_forces_ev_per_a": [[-0.3, 0.4, 0.1], [0.0, -0.1, -0.2], [-0.6, 0.3, 0.2], [0.3, 0.7, -1.3], [0.1, -0.1, -0.2], [0.2, 0.0, 0.6], [-1.1, -0.8, 1.0], [0.7, 2.1, -0.4], [-1.2, -0.3, 0.8], [1.0, -2.3, -1.0], [-0.1, 1.1, 1.5], [0.7, 0.1, -0.2], [0.4, -0.1, 0.2], [-0.2, 0.9, -1.2], [0.2, -0.4, 0.3], [-0.2, -0.2, -0.5], [-0.2, -0.5, 0.4], [-0.3, -1.1, -0.4], [0.7, 0.0, -0.3], [-0.2, 0.2, -0.2], [0.5, -0.3, 0.0], [-0.3, 0.3, 0.1], [0.1, -0.2, 0.0], [0.2, -0.3, 0.5], [-0.5, -0.1, 0.2], [0.5, 0.2, 0.2], [-0.7, 0.5, -0.4], [0.0, -0.1, 0.3], [-0.4, -0.1, -0.2], [-0.3, 0.2, 0.2], [0.0, 0.3, -0.2], [0.1, 0.3, 0.3], [0.1, 0.7, -0.1], [-0.1, -0.2, -0.3], [0.4, 0.1, 0.1], [0.1, -0.1, 0.4], [-0.3, 0.0, 0.2], [0.1, 0.0, 0.2], [-0.1, -0.5, 0.4], [0.4, -0.3, 0.4], [0.2, 0.2, -0.1], [0.1, -0.4, -0.2], [0.1, 0.0, 0.0], [-0.3, 0.1, 0.4], [0.0, 0.0, 0.0], [-0.4, -0.1, -0.2], [-0.2, -0.2, -0.3], [0.1, -0.2, 0.0], [0.0, 0.1, -0.3], [0.1, 0.0, 0.1], [0.1, 0.6, 0.0], [-0.1, 0.0, -0.1], [0.1, 0.0, -0.4], [-0.2, -0.1, 0.2], [0.0, 0.0, 0.2], [0.2, 0.0, -0.4], [0.2, 0.0, 0.3], [0.2, 0.1, -0.2], [-0.2, -0.2, 0.0], [0.2, -0.1, -0.2], [-0.2, 0.1, 0.2], [-0.1, 0.4, 0.0], [0.4, -0.4, -0.1], [-0.1, 0.1, -0.3], [0.3, -0.3, 0.0], [0.0, -0.2, -0.1], [0.0, 0.2, 0.4], [0.0, 0.1, 0.5], [-0.3, -0.1, -0.3], [0.0, 0.0, -0.2], [-1.0, 0.5, 0.5], [-0.6, 0.0, -0.7], [0.7, -0.1, -0.2], [0.9, -0.3, -0.7], [-0.4, -0.1, 1.1], [0.1, -0.1, -0.4], [0.5, -0.2, -0.3], [-0.1, 0.1, 0.4]],
  "lowdin_charge": [0.09, -0.11, 0.01, -0.23, -0.01, -0.10, -0.17, 0.96, 0.91, -0.23, -0.25, -0.05, -0.10, -0.72, -0.10, -0.04, 0.85, 0.04, 0.11, 0.12, 0.12, 0.13, 0.12, 0.13, 0.11, 0.12, 0.13, 0.90, -0.37, -0.11, 0.09, 0.03, 0.07, 0.07, 0.08, -0.37, -0.12, 0.08, 0.01, 0.09, 0.08, 0.08, -0.41, -0.11, 0.07, 0.03, 0.09, 0.08, 0.08, -0.41, -0.12, 0.05, 0.05, 0.07, 0.08, 0.09, -0.39, -0.14, 0.09, 0.08, 0.08, 0.05, 0.10, -0.38, -0.12, 0.09, 0.09, 0.09, 0.08, 0.04, 1.07, -0.34, -0.24, -0.08, -0.50, 0.09, 0.11, 0.06]
}